Entry 1:
11
Properties=species:S:1:pos:R:3:forces:R:3 method="wB97M-V/def2-TZVPD" spin_multiplicity=3 lumo_energy_ev="0.54 / -1.14" homo_lumo_gap_ev="7.59 / 8.15" energy_ha=-355.5697 e_above_lowest_kj_mol=46.2
C 0.23162 -0.59378 1.62519 0.6 0.6 -1.0
N 0.13960 0.27346 0.37695 -0.1 2.2 2.8
N -0.79460 0.71291 -1.87133 0.7 3.0 1.4
N 0.26061 -0.23862 -0.82341 1.7 -0.8 -1.3
O -0.40952 0.71348 -3.03037 0.0 -0.7 -0.8
O 0.45899 -1.45269 -0.95551 -1.0 0.6 -0.2
H -0.69014 -1.08318 1.70223 -1.5 -1.0 -0.1
H 0.98241 -1.42027 1.50149 -0.3 1.3 0.2
H 0.26397 -0.02535 2.57938 0.7 0.1 -1.0
H 0.18732 1.34048 0.34220 0.1 -2.4 0.7
H -0.63026 1.77355 -1.44683 -0.9 -2.8 -0.6

=====

Entry 2:
193
Properties=species:S:1:pos:R:3:forces:R:3 method="wB97M-V/def2-TZVPD" spin_multiplicity=1 lumo_energy_ev=0.02 homo_lumo_gap_ev=8.17 energy_ha=-3727.1233 e_above_lowest_kj_mol=517.2
C -7.91917 -8.58961 -21.38159 -0.3 0.4 0.3
C -6.40520 -8.75111 -21.25901 0.4 -0.9 -1.9
C -5.72946 -8.28748 -20.00327 -0.7 0.3 1.1
O -5.82491 -6.86937 -19.87173 1.3 -0.4 -0.7
C -5.11119 -6.39701 -18.73270 -1.3 -0.9 0.4
N -6.02961 -10.14006 -21.60012 0.7 -0.5 0.6
H -8.36587 -9.01621 -22.27961 0.6 -0.2 -0.3
H -8.24732 -7.54773 -21.35901 0.3 0.0 0.0
H -8.42967 -9.07124 -20.54148 0.2 -0.1 0.0
H -5.86747 -8.31370 -22.11104 -0.6 1.2 0.1
H -4.69530 -8.64378 -19.94978 0.2 0.2 -0.2
H -6.23948 -8.72119 -19.13209 0.1 -0.2 0.0
H -5.58890 -6.82355 -17.83867 -0.1 0.0 0.1
H -5.28064 -5.32517 -18.67616 0.6 -0.2 -0.4
H -4.10002 -6.80725 -18.70469 0.3 0.7 -0.3
H -5.98510 -10.76039 -20.79431 -0.6 0.2 0.2
H -5.03970 -10.13301 -21.84047 -0.2 0.1 0.0
C -6.00054 -13.22072 -14.48413 0.1 0.3 -0.2
C -6.99695 -12.71302 -15.56194 1.9 0.4 1.5
C -6.49118 -11.36597 -16.16607 -0.5 0.2 -0.1
O -6.01602 -10.37028 -15.26989 0.5 -0.3 -0.1
C -5.53671 -9.24961 -15.98937 -0.5 0.9 0.2
N -7.08278 -13.72957 -16.57496 -0.9 -0.1 -1.0
H -5.84510 -12.57440 -13.62071 -0.5 0.2 -0.1
H -5.00297 -13.27589 -14.92910 0.0 -0.2 -0.2
H -6.27555 -14.21167 -14.12333 -0.1 0.0 -0.1
H -7.98673 -12.59946 -15.11906 0.0 0.2 0.0
H -7.34818 -10.90591 -16.67602 0.0 -0.1 -0.5
H -5.69339 -11.54877 -16.89152 -0.1 -0.3 -0.1
H -4.78685 -9.37782 -16.77445 0.0 -1.0 0.2
H -5.11059 -8.54113 -15.28201 0.0 -0.2 0.3
H -6.33370 -8.70121 -16.50267 -0.4 -0.1 0.2
H -7.34778 -13.29995 -17.45114 -0.1 -0.3 -0.1
H -6.26546 -14.29285 -16.76194 0.3 0.3 0.3
C -14.55550 -7.26971 -25.72338 1.5 0.6 -0.9
C -14.09767 -8.70164 -25.40106 -0.1 0.2 0.6
C -12.74050 -8.69705 -24.63411 -0.4 -0.8 -1.3
O -12.27794 -10.04784 -24.58047 -0.1 0.5 0.5
C -11.22430 -10.20742 -23.65449 -0.3 0.6 0.2
N -15.15608 -9.39388 -24.66808 -0.7 0.6 0.9
H -14.84237 -6.65876 -24.86508 -0.2 -0.5 0.3
H -15.32306 -7.15348 -26.48898 -0.2 -0.5 0.1
H -13.70053 -6.71580 -26.13116 0.0 0.0 -0.1
H -13.96937 -9.36860 -26.25639 0.4 0.6 -0.4
H -12.79096 -8.21903 -23.65148 -0.3 -0.2 0.2
H -12.01008 -8.13806 -25.22662 0.0 0.3 0.0
H -11.48020 -9.69516 -22.72365 -0.3 -0.3 0.2
H -10.29787 -9.69455 -23.93707 0.1 -0.4 -0.6
H -11.08218 -11.27024 -23.47691 0.2 0.0 -0.1
H -15.99857 -9.28595 -25.23100 0.1 -0.5 -0.3
H -15.42464 -8.75085 -23.91993 0.3 -0.3 0.5
C -0.94917 -6.46438 -19.46312 -0.8 -0.6 -0.3
C -0.46167 -5.10881 -20.00735 -0.6 -0.2 1.2
C -1.04824 -4.91457 -21.38279 0.5 -0.1 -0.9
O -0.65888 -3.66301 -21.92933 -0.5 -0.7 0.0
C -1.56664 -3.12333 -22.88353 0.5 0.2 0.7
N -0.85251 -4.08126 -19.04289 0.3 -1.0 0.0
H -2.04199 -6.52946 -19.39030 -0.1 0.8 0.2
H -0.58676 -6.71079 -18.46837 0.3 0.2 -0.1
H -0.83626 -7.32849 -20.12703 0.9 0.1 -0.1
H 0.62850 -5.10916 -20.01435 0.0 0.0 -0.3
H -2.13316 -5.07447 -21.37530 -0.2 0.4 0.3
H -0.66607 -5.69028 -22.05777 0.1 -0.2 0.0
H -2.31793 -2.56022 -22.32270 0.0 0.4 -0.3
H -2.13924 -3.82541 -23.49630 0.4 -0.5 0.0
H -0.89920 -2.52993 -23.50624 -0.6 0.4 -0.2
H -0.28294 -3.25505 -19.03789 -0.4 0.3 -0.3
H -1.85178 -3.97367 -18.97516 0.0 0.5 0.0
C -4.57990 -3.30878 -17.53248 -0.3 1.2 1.2
C -3.45862 -2.49109 -16.88634 0.3 -0.3 0.1
C -3.77760 -1.03349 -16.49011 -0.2 0.2 -0.2
O -2.56388 -0.48604 -16.00265 0.1 -0.1 0.0
C -2.72587 0.77415 -15.41178 0.2 0.2 0.4
N -2.87689 -3.22301 -15.72070 -0.5 0.9 -0.4
H -4.25664 -4.34656 -17.56189 0.0 0.3 -0.2
H -5.00705 -2.90877 -18.45147 0.7 -0.2 -0.4
H -5.43997 -3.21168 -16.85882 0.0 -0.5 0.2
H -2.56913 -2.44768 -17.52046 -0.3 0.3 -0.5
H -4.53699 -0.89461 -15.70899 -0.1 -0.7 0.2
H -4.16782 -0.41230 -17.30666 0.2 -0.2 -0.4
H -3.53156 0.78145 -14.66945 -0.3 0.0 -0.2
H -2.89145 1.54882 -16.16523 -0.1 0.1 0.0
H -1.83235 1.02072 -14.83756 0.2 -0.1 -0.3
H -2.31239 -2.44349 -15.38377 0.5 -0.7 0.8
H -3.59557 -3.36636 -15.01415 -0.1 0.0 0.0
C -10.40974 -0.42694 -20.34219 -0.2 -0.5 -0.8
C -10.11409 -1.85199 -20.83157 0.0 0.8 -1.2
C -8.80037 -2.29204 -20.20827 -0.9 -1.2 1.0
O -8.53061 -3.64596 -20.54811 -0.8 0.3 -0.7
C -7.18502 -4.08354 -20.37543 -2.6 0.5 0.1
N -11.24034 -2.75520 -20.64258 0.0 -0.8 0.2
H -11.34544 -0.06452 -20.77107 -0.1 -0.1 0.1
H -9.63650 0.21838 -20.76082 0.1 0.2 0.5
H -10.48380 -0.38034 -19.25696 0.2 0.1 0.0
H -9.94182 -1.82186 -21.91696 0.3 0.4 -0.1
H -8.97415 -2.25666 -19.12502 0.3 0.1 0.2
H -8.00791 -1.58581 -20.46165 0.2 -0.2 -0.3
H -6.50782 -3.50411 -21.00484 -2.8 0.1 1.7
H -7.13895 -5.11896 -20.70434 -0.3 0.1 0.3
H -6.95316 -4.00912 -19.30982 0.4 0.0 0.0
H -12.07572 -2.42637 -21.11560 0.1 0.6 0.2
H -11.05067 -3.58871 -21.19403 0.3 -0.3 0.5
C -8.51623 -7.17610 -18.80673 0.5 -0.2 1.3
C -9.03498 -6.19594 -17.76345 -0.3 0.9 0.6
C -8.03290 -5.56446 -16.78088 0.3 -0.4 -0.5
O -7.52727 -6.53030 -15.88168 0.2 -0.5 0.1
C -6.46327 -6.08541 -15.05244 -0.3 -0.2 -1.0
N -9.78326 -5.09348 -18.38916 -0.2 -0.6 -0.7
H -9.36475 -7.53385 -19.38618 0.1 0.1 0.0
H -8.06678 -8.03182 -18.28713 -0.2 -0.2 0.0
H -7.71160 -6.78661 -19.42950 -0.7 0.3 0.1
H -9.76155 -6.72483 -17.13912 0.0 -0.1 0.0
H -8.47707 -4.77705 -16.16669 -0.3 0.2 -0.4
H -7.22610 -5.14026 -17.39517 0.2 0.2 0.2
H -5.51714 -6.25611 -15.57671 0.2 0.0 0.2
H -6.51177 -6.70070 -14.15717 0.2 0.3 0.2
H -6.52323 -5.01004 -14.86742 -0.2 0.0 0.4
H -10.47401 -5.62846 -18.91534 -0.7 0.5 0.2
H -9.28437 -4.68067 -19.19119 0.2 0.0 0.7
C -4.30573 -13.87126 -23.43934 -0.6 -0.3 0.4
C -4.01633 -14.21272 -24.90837 0.9 0.2 0.3
C -5.19792 -14.10202 -25.87912 1.1 0.0 1.8
O -4.76529 -14.43771 -27.17822 -1.0 0.7 0.5
C -5.88792 -14.39944 -28.05676 0.6 -1.0 -0.7
N -2.89483 -13.33860 -25.25234 -0.2 1.1 -1.2
H -5.03930 -14.50415 -22.92680 -0.1 -0.3 -0.3
H -4.66738 -12.84964 -23.30634 0.0 0.1 -0.4
H -3.39518 -13.91326 -22.84014 0.2 -0.2 -0.2
H -3.62413 -15.23016 -25.02176 -0.2 -0.1 0.3
H -5.55805 -13.07010 -25.81587 -0.4 0.0 -0.2
H -5.89759 -14.80909 -25.41644 -0.7 0.0 -0.7
H -5.46557 -14.24369 -29.04992 -0.2 0.0 -0.1
H -6.66503 -13.65439 -27.88051 0.3 0.3 0.5
H -6.34974 -15.39049 -28.02053 -0.3 0.1 -0.2
H -3.07423 -12.40352 -24.86945 0.0 -0.6 0.5
H -3.04043 -13.10299 -26.23656 0.6 -0.5 -0.2
C -2.71248 -10.59614 -21.88251 1.6 1.7 0.7
C -2.98539 -9.66106 -23.07134 -1.0 -1.7 -0.5
C -1.88166 -8.64500 -23.28559 -1.0 0.4 0.4
O -2.14316 -7.92944 -24.47092 0.6 -0.2 -0.5
C -1.09879 -7.08314 -24.91952 -0.7 1.8 0.0
N -3.16968 -10.53047 -24.25398 0.5 0.8 -0.3
H -3.34039 -11.46513 -21.72130 -0.1 0.1 -0.4
H -2.65349 -10.01025 -20.95702 -0.5 0.0 0.1
H -1.65278 -10.86588 -21.93129 -0.1 -0.7 -0.3
H -3.95432 -9.16450 -22.95670 0.2 0.4 0.1
H -0.92549 -9.16848 -23.37788 0.2 0.2 0.4
H -2.00738 -7.95235 -22.44377 1.0 0.0 0.2
H -1.02606 -6.15526 -24.33920 -0.1 -0.2 0.7
H -1.44781 -6.66393 -25.86354 0.2 -0.5 -0.4
H -0.06070 -7.41200 -24.98480 -0.3 -1.0 -0.1
H -2.22533 -10.61063 -24.63323 0.0 -0.5 -0.1
H -3.62882 -9.98846 -24.98250 -0.1 0.0 0.0
C -1.32644 -10.10928 -18.12563 -0.9 -2.1 -0.7
O -0.89498 -11.01193 -18.85198 0.1 1.0 0.1
N -0.56440 -9.27938 -17.40062 0.8 0.2 0.0
N -2.66226 -9.96295 -17.93103 -0.5 0.5 0.1
H -1.00464 -8.63369 -16.77404 0.4 0.3 -0.1
H 0.38399 -9.20212 -17.72659 0.0 0.2 0.5
H -3.01537 -9.30815 -17.25821 0.0 0.0 -0.1
H -3.33136 -10.53858 -18.41750 0.1 -0.3 0.0
C -12.24409 -8.29225 -19.59460 0.0 0.3 1.4
O -11.93045 -7.11076 -19.59819 -0.1 -0.4 -0.2
N -13.12671 -8.82998 -18.69357 -0.1 0.4 -0.4
N -11.62657 -9.24434 -20.34070 0.6 -0.1 -0.6
H -13.55828 -8.21367 -18.02951 -0.2 -0.1 -0.1
H -13.36203 -9.80110 -18.75863 -0.1 0.0 0.3
H -12.10860 -10.07213 -20.64005 0.1 0.0 0.0
H -10.83799 -8.91463 -20.87152 -0.2 -0.1 -0.3
C -5.07468 -12.72731 -19.59916 0.0 -0.1 0.4
O -4.89555 -11.56470 -19.22296 0.1 -0.7 0.0
N -4.11587 -13.64841 -19.83797 0.6 0.1 -0.1
N -6.32561 -13.26060 -19.75637 -0.3 0.6 0.0
H -3.15706 -13.53038 -19.55499 0.0 0.4 -0.2
H -4.38432 -14.52055 -20.25137 0.2 -0.2 0.1
H -6.46566 -14.03716 -20.37560 -0.3 0.0 0.1
H -7.09084 -12.65279 -19.51622 -0.1 -0.1 -0.4
C -7.59357 -10.97593 -24.86969 0.4 -1.7 -0.4
O -8.40171 -11.41684 -25.67634 0.1 0.5 0.4
N -6.87215 -9.82602 -25.05235 -0.5 0.4 -0.4
N -7.13893 -11.63740 -23.75785 -0.1 0.8 -0.3
H -6.21795 -9.55330 -24.34660 0.1 0.3 -0.1
H -7.08950 -9.25980 -25.85332 0.1 0.1 0.2
H -7.42988 -12.56365 -23.51194 -0.3 0.1 -0.1
H -6.60320 -11.03313 -23.12960 -0.3 -0.9 0.6
C -5.18954 -4.02970 -22.19730 3.1 0.3 -0.7
O -5.10876 -3.50148 -21.08875 3.8 0.3 -1.3
N -5.32835 -5.35627 -22.35057 -0.2 0.0 0.0
N -4.94157 -3.32353 -23.34418 -0.5 0.0 -0.2
H -5.40337 -5.88658 -21.49014 -0.1 -0.4 -0.1
H -5.38584 -5.76863 -23.26300 -0.1 -0.2 0.1
H -4.90988 -3.77230 -24.24086 -0.1 0.1 0.0
H -4.84234 -2.32680 -23.30354 0.0 0.0 0.1

=====

Copy entry 1 word for word.
11
Properties=species:S:1:pos:R:3:forces:R:3 method="wB97M-V/def2-TZVPD" spin_multiplicity=3 lumo_energy_ev="0.54 / -1.14" homo_lumo_gap_ev="7.59 / 8.15" energy_ha=-355.5697 e_above_lowest_kj_mol=46.2
C 0.23162 -0.59378 1.62519 0.6 0.6 -1.0
N 0.13960 0.27346 0.37695 -0.1 2.2 2.8
N -0.79460 0.71291 -1.87133 0.7 3.0 1.4
N 0.26061 -0.23862 -0.82341 1.7 -0.8 -1.3
O -0.40952 0.71348 -3.03037 0.0 -0.7 -0.8
O 0.45899 -1.45269 -0.95551 -1.0 0.6 -0.2
H -0.69014 -1.08318 1.70223 -1.5 -1.0 -0.1
H 0.98241 -1.42027 1.50149 -0.3 1.3 0.2
H 0.26397 -0.02535 2.57938 0.7 0.1 -1.0
H 0.18732 1.34048 0.34220 0.1 -2.4 0.7
H -0.63026 1.77355 -1.44683 -0.9 -2.8 -0.6